(1)
Molecular formula: C20H22N2O
Method: DFT, the ωB97M-V functional and the def2-TZVPD basis

```
45
Properties=species:S:1:pos:R:3:forces:R:3
C -3.2768 0.6696 -0.8977 2.119 -0.502 1.355
C -2.2532 0.0657 -0.2056 -0.779 0.684 -2.053
C -0.7818 0.4796 -0.3830 -0.082 1.539 -0.242
C -0.6353 1.9106 0.3090 0.914 -1.017 0.116
N 0.7175 2.4567 0.1248 0.564 0.753 -0.163
C 1.2255 3.2973 1.2321 0.038 -1.663 -0.392
C 1.6753 1.4630 -0.4307 -1.609 -0.112 -0.202
C 1.6076 0.1818 0.4157 0.606 1.401 0.651
C 0.2709 -0.5231 0.2193 -0.943 -0.707 1.719
C 0.3555 -1.7441 -0.6202 -0.244 -2.409 -2.400
N 0.0328 -2.9145 -0.0920 1.477 1.892 -3.213
C -0.2136 -2.6334 1.2001 -1.223 0.405 3.781
C -0.6272 -3.5259 2.2111 -0.118 0.171 -0.844
C -0.9812 -3.0790 3.4818 0.593 0.795 -0.569
C -0.8544 -1.7148 3.7992 0.404 -1.030 -2.066
C -0.4350 -0.8421 2.7776 -0.265 0.589 0.106
C -0.1362 -1.2714 1.4850 -0.430 0.248 1.401
C 0.6269 -1.6105 -2.1196 -0.443 0.521 -0.290
C -0.4663 -0.6427 -2.6712 2.207 0.867 -0.202
C -0.3237 0.6658 -1.8798 0.005 0.240 0.393
C 1.1633 1.2175 -1.8835 0.498 -0.696 -0.030
C 2.1032 0.2880 -2.7111 -1.579 0.168 0.037
O 1.9804 -1.0973 -2.3357 -0.287 -0.032 0.191
H -3.0826 1.5517 -1.5294 -0.138 -0.565 0.278
H -4.3016 0.3552 -0.7719 -0.036 -0.064 -0.008
H -2.4244 -0.8200 0.4007 -0.211 0.185 0.073
H -0.8853 1.7911 1.3680 0.071 -0.101 0.221
H -1.3587 2.6263 -0.0713 -0.289 -0.156 -0.366
H 0.4363 3.9018 1.6687 -0.086 0.110 -0.172
H 2.0523 3.9164 0.8912 -0.099 0.167 -0.113
H 1.6245 2.6354 2.0203 -0.045 0.270 0.230
H 2.7045 1.8441 -0.4709 -0.365 0.214 0.172
H 2.4407 -0.4329 0.1578 0.483 -0.771 -0.112
H 1.7482 0.4733 1.4906 -0.226 -0.268 -0.847
H -0.7490 -4.5518 1.9037 0.016 -0.304 0.208
H -1.3489 -3.7662 4.2210 -0.028 -0.245 0.157
H -1.1049 -1.4200 4.7802 -0.199 0.714 0.808
H -0.4372 0.2306 2.9463 0.167 -0.025 0.302
H 0.4869 -2.5889 -2.6175 0.633 0.378 0.364
H -1.4165 -1.0778 -2.5262 -1.164 -0.495 0.199
H -0.3561 -0.4165 -3.7604 0.117 -0.462 0.757
H -0.9317 1.4234 -2.3776 -0.198 0.017 0.308
H 1.1651 2.2021 -2.3632 0.035 -0.149 0.022
H 3.1343 0.6436 -2.6072 -0.035 -0.594 0.149
H 1.8300 0.3827 -3.7784 0.171 0.040 0.286
```
Positions in Å, forces in eV/Å.

Calculated values
Multiplicity   1
SMILES string   C=C[C@@]12CN(C)[C@H]3C[C@]14C(=Nc1ccccc14)[C@H]1C[C@@H]2[C@@H]3CO1
Kohn-Sham gap   8.73 eV
Energy relative to the best compared isomer or geometry (same formula, charge and spin)   68.1 kcal per mole
Lowest unoccupied orbital energy   0.5 eV
Energy   -26123.169 eV

(2)
Molecular formula: C36H100O20
Method: DFT, the ωB97M-V functional and the def2-TZVPD basis

```
156
Properties=species:S:1:pos:R:3:forces:R:3
C -23.5646 -1.7567 15.2914 0.232 0.861 -0.115
C -23.7572 -3.1030 15.9246 0.225 -0.843 -0.002
C -22.7489 -4.1658 15.4319 -0.773 0.759 -0.631
O -23.6673 -3.0391 17.3485 -0.924 0.037 0.078
H -24.2940 -0.9990 15.5776 -0.171 -0.207 0.523
H -23.6525 -1.7217 14.2055 0.373 -0.541 -0.119
H -22.6002 -1.3599 15.6086 0.149 0.157 -0.267
H -24.7868 -3.4205 15.7594 -0.045 -0.336 -0.173
H -21.7404 -3.7896 15.6037 0.102 -0.233 0.220
H -22.8489 -4.2759 14.3521 0.011 0.000 -0.128
H -22.9288 -5.1505 15.8631 0.141 0.127 0.288
H -22.7681 -2.9157 17.6612 0.448 0.040 0.233
C -27.7689 -3.4200 20.0691 0.399 0.493 -0.213
C -26.6584 -3.6496 19.0008 -2.295 -0.727 0.522
C -27.2826 -4.3529 17.7979 0.935 -0.611 0.113
O -26.0314 -2.4496 18.5929 -1.110 0.552 1.011
H -27.3675 -2.8278 20.8915 -0.262 0.095 0.130
H -28.2072 -4.3335 20.4711 0.782 -0.438 -0.004
H -28.6842 -2.9687 19.6862 0.243 0.678 -0.374
H -25.9492 -4.3326 19.4685 0.350 0.005 -0.103
H -27.8901 -3.7260 17.1453 0.291 0.300 0.066
H -27.8963 -5.2126 18.0671 0.101 -0.025 0.292
H -26.3888 -4.7446 17.3124 -0.329 -0.121 -0.930
H -25.3132 -2.6328 17.9828 0.983 -0.206 -0.219
C -22.1105 -0.2426 24.2853 0.291 0.632 0.694
C -22.0001 -1.3439 25.3269 -0.965 -0.989 0.408
C -23.1238 -1.3934 26.4000 -0.643 0.709 -0.482
O -22.0184 -2.5460 24.5392 0.942 -0.480 0.743
H -21.2630 -0.3502 23.6083 -0.111 -0.028 -0.090
H -22.0897 0.7730 24.6807 0.065 0.048 0.219
H -23.0425 -0.3126 23.7246 -0.013 -0.209 0.057
H -21.0706 -1.3832 25.8949 0.336 0.348 -0.444
H -23.1043 -2.1225 27.2100 0.767 -0.428 -0.355
H -24.0845 -1.5491 25.9092 -0.128 0.002 -0.214
H -23.2372 -0.4468 26.9284 0.229 0.320 -0.176
H -22.9013 -2.6726 24.1839 -0.769 -0.040 -0.152
C -22.2480 1.5089 21.1321 2.078 0.462 -0.397
C -21.0534 1.2733 20.0831 -0.546 -0.619 1.935
C -19.6511 1.3264 20.7169 -1.224 0.823 0.072
O -21.2047 -0.0702 19.6029 -0.030 0.527 0.003
H -22.0712 0.8099 21.9496 -0.485 -0.236 -0.255
H -23.2567 1.4805 20.7201 0.170 -0.431 -0.168
H -22.1436 2.4867 21.6023 0.054 0.311 -0.085
H -21.1096 2.0432 19.3135 -0.083 -0.364 -0.487
H -19.6804 0.8491 21.6964 0.272 -0.259 -0.074
H -19.4443 2.3854 20.8714 0.356 0.058 0.136
H -18.8997 0.9035 20.0501 -0.126 -0.066 0.111
H -21.9451 0.0529 19.0043 -0.379 -0.337 -0.938
C -19.6566 -5.8171 21.8421 0.166 -0.238 0.291
C -20.6743 -5.0019 22.6023 0.762 -1.062 -1.007
C -21.7759 -5.8356 23.1275 -0.907 -0.622 0.158
O -20.0235 -4.4344 23.6966 0.724 0.670 0.052
H -19.1002 -6.4233 22.5569 0.262 0.054 0.026
H -18.9948 -5.1330 21.3110 0.166 -0.350 -0.116
H -20.1554 -6.5232 21.1781 0.054 0.201 -0.361
H -21.0593 -4.3093 21.8538 -0.230 0.731 0.262
H -22.4262 -5.1115 23.6183 -0.598 -0.549 0.220
H -21.4217 -6.5895 23.8305 0.247 0.278 0.299
H -22.2826 -6.4376 22.3732 -0.380 0.437 -0.214
H -20.6002 -3.7446 24.0328 -0.296 0.518 0.376
C -28.9757 -2.6416 23.4917 -1.307 -0.746 1.346
C -28.0833 -2.0066 24.5299 0.504 -1.100 0.491
C -27.5488 -2.9575 25.6056 -0.146 -0.242 0.252
O -27.0202 -1.6101 23.7492 2.589 0.601 0.054
H -29.2937 -1.8639 22.7974 0.094 -0.405 -0.323
H -29.8437 -3.1325 23.9318 -0.462 0.249 0.086
H -28.4199 -3.4882 23.0887 0.170 0.402 -0.579
H -28.4831 -1.1615 25.0903 -0.513 0.241 -0.277
H -27.2591 -3.9580 25.2844 -0.611 -0.200 -0.450
H -28.3076 -2.9973 26.3871 0.069 -0.429 0.119
H -26.6113 -2.6619 26.0766 -0.096 0.856 -0.035
H -27.2784 -0.8763 23.1866 -0.087 0.446 -0.622
C -18.9826 -2.7834 19.0630 1.026 1.176 -0.100
C -20.1784 -3.2134 18.3111 0.235 -0.825 -1.009
C -20.0629 -4.6780 18.0223 0.405 -0.559 -0.282
O -21.3000 -3.0395 19.1014 -1.790 0.275 0.606
H -18.8623 -1.7022 19.1311 -0.296 0.129 0.034
H -18.0878 -3.1293 18.5457 0.205 -0.309 0.393
H -19.1298 -3.1620 20.0745 0.531 -0.194 0.001
H -20.3796 -2.7099 17.3655 0.546 0.432 -0.243
H -21.0636 -5.0704 17.8412 0.152 -0.363 -0.043
H -19.5337 -5.1843 18.8295 -0.481 -0.184 0.336
H -19.4030 -4.8443 17.1708 -0.248 0.023 -0.345
H -21.3768 -2.0847 19.1647 -0.214 0.623 0.722
C -29.2499 1.3725 18.8901 -1.552 -1.845 -1.304
C -28.7551 -0.0974 18.4509 -1.306 2.000 -0.749
C -28.4494 -0.1916 16.9425 -0.085 0.201 -0.050
O -27.6482 -0.3406 19.2276 1.559 0.308 0.801
H -28.5797 2.2028 18.6675 0.505 -0.423 0.457
H -29.7299 1.3658 19.8688 0.795 0.055 0.419
H -30.1261 1.6139 18.2885 -0.126 -0.092 -0.458
H -29.4340 -0.9180 18.6828 -0.943 0.437 0.074
H -29.3451 -0.4050 16.3591 -0.239 0.305 0.140
H -27.7894 -1.0193 16.6830 0.233 -0.149 0.391
H -27.9756 0.7134 16.5622 -0.026 0.052 0.027
H -27.1945 -1.0625 18.7865 0.973 -0.773 0.191
C -24.0081 -5.1487 26.7124 0.355 -0.820 -0.835
C -22.6119 -5.7745 26.5534 -0.538 0.137 0.649
O -22.2974 -6.5356 27.7338 0.228 0.525 -0.138
O -25.0006 -6.1992 26.7833 0.398 0.909 0.365
H -24.2483 -4.5084 25.8636 0.241 0.032 -0.339
H -24.0349 -4.4642 27.5603 -0.193 -0.602 0.444
H -21.8738 -4.9866 26.4035 0.033 0.175 -0.101
H -22.5268 -6.4779 25.7251 -0.452 0.271 -0.354
H -21.3377 -6.5133 27.7382 0.090 -0.301 0.392
H -24.9573 -6.5903 25.9076 -0.223 -0.275 -0.062
C -27.8185 -8.1948 22.5468 -0.608 0.807 0.714
C -27.3643 -6.9379 21.7560 -1.561 -0.580 1.215
O -26.9059 -7.2254 20.4779 -0.243 0.147 -0.424
O -26.7575 -9.0037 22.9605 0.627 -0.647 -0.196
H -28.5817 -8.8471 22.1224 0.022 0.314 -1.224
H -28.3818 -7.9225 23.4393 0.374 0.739 0.399
H -26.6360 -6.3510 22.3158 0.321 -0.292 0.349
H -28.2450 -6.2958 21.7516 -0.196 0.131 -0.600
H -26.0226 -7.5638 20.6419 0.564 -0.398 -0.286
H -26.6946 -9.6548 22.2579 0.536 -0.224 0.155
C -24.8718 0.8848 17.9434 1.322 0.697 0.502
C -23.6102 1.6668 17.4381 -1.166 0.134 -0.529
O -22.5255 0.7727 17.3722 -0.876 -0.527 0.743
O -26.0017 1.7222 18.0371 -0.038 0.522 -0.464
H -24.6596 0.5326 18.9528 0.417 -0.178 0.283
H -25.0967 -0.0264 17.3891 0.260 0.124 -0.594
H -23.3669 2.5826 17.9768 -0.161 -0.277 1.275
H -23.7324 2.1724 16.4802 -0.637 -0.679 -0.702
H -21.8502 1.2077 16.8464 1.057 0.220 -0.673
H -26.6595 1.1642 18.4585 -0.240 0.014 0.274
C -24.0467 -7.3948 18.5981 -0.432 0.296 0.905
C -23.7096 -6.9485 20.0504 0.150 0.389 -1.878
O -24.2780 -7.8647 20.9437 -0.082 -0.030 0.665
O -23.4954 -8.6723 18.3991 0.566 -0.422 -0.327
H -23.7006 -6.7291 17.8075 0.045 0.457 0.244
H -25.1257 -7.5076 18.4921 -0.095 0.170 0.107
H -24.0850 -5.9398 20.2229 -0.138 -0.038 0.233
H -22.6264 -6.9362 20.1710 0.140 0.184 -0.040
H -23.6397 -8.5720 21.0614 -0.233 -0.239 0.014
H -22.6126 -8.4699 18.0808 0.280 -0.565 -0.074
C -26.1779 1.9804 22.1742 0.454 -1.275 -1.095
C -27.6873 1.6210 22.2515 0.919 1.351 1.238
O -27.8995 0.2871 22.0268 -0.379 -1.890 -0.199
O -25.3038 1.1488 22.9518 -0.529 1.521 1.127
H -25.9260 3.0244 22.3602 -0.319 -0.052 0.640
H -25.8695 1.8604 21.1356 -0.141 -0.133 -0.477
H -28.3227 2.1838 21.5677 0.320 0.583 0.003
H -28.0407 1.7607 23.2731 -0.021 0.489 0.126
H -27.9582 0.1108 21.0849 0.306 -0.322 -0.536
H -25.2696 0.2147 22.7329 -0.523 -0.069 -0.957
C -24.5298 -3.3500 22.1791 0.519 0.976 0.024
C -24.0284 -2.0807 21.3996 0.475 -1.592 0.300
O -25.0128 -1.1256 21.2807 -1.310 1.227 0.150
O -24.6127 -3.0931 23.5997 0.541 -0.729 -0.946
H -23.9016 -4.2253 22.0137 0.490 0.214 0.228
H -25.4939 -3.6672 21.7816 -0.345 0.294 0.051
H -23.6459 -2.3844 20.4252 0.060 -0.137 -0.189
H -23.2319 -1.5390 21.9099 0.331 -0.618 0.222
H -25.6052 -1.2942 20.5443 -0.006 -0.268 -0.270
H -25.3706 -2.5164 23.7207 -0.705 0.520 0.158
```
Positions in Å, forces in eV/Å.

Calculated values
Multiplicity   2
Kohn-Sham gap (alpha / beta)   1.61 / 9.25 eV
Expectation value of S²   0.75
Net charge   -1
Lowest unoccupied orbital energy (alpha / beta)   1.9 / 1.9 eV
Energy   -79899.664 eV